1.
The following is a DFT calculation (ωB97M-V with the def2-TZVPD basis set) of C26H21ClN2O5Pd as an isolated structure in a non-equilibrium geometry.

Cartesian coordinates (Å):
Pd 0.2475 0.5247 -1.0211
Cl 5.8413 4.9430 0.2312
C 4.7298 3.6924 -0.2356
C 5.2275 2.4580 -0.6821
C 4.3563 1.4658 -1.0413
C 2.9491 1.6323 -0.9650
O 2.2068 0.6541 -1.3142
C 2.4563 2.9148 -0.5287
C 1.0840 3.2482 -0.4627
N 0.0855 2.4843 -0.8003
C -1.2415 2.9092 -0.7535
C -1.6933 4.2117 -0.6128
C -3.0615 4.4805 -0.5084
C -3.9996 3.4793 -0.5535
C -3.5896 2.1495 -0.7663
C -4.4756 1.0601 -0.9060
C -3.9751 -0.1948 -1.1344
C -2.5926 -0.3850 -1.2282
N -1.7452 0.6149 -1.1059
C -2.2081 1.8732 -0.8775
C 3.3853 3.9171 -0.1694
H 6.2957 2.3016 -0.7431
H 4.7178 0.5046 -1.3800
H 0.8600 4.2450 -0.0897
H -0.9940 5.0357 -0.6097
H -3.3906 5.5057 -0.4004
H -5.0544 3.7020 -0.4587
H -5.5425 1.2335 -0.8421
H -4.6374 -1.0412 -1.2500
H -2.1546 -1.3578 -1.4198
H 3.0240 4.8834 0.1613
C -1.7483 -1.4406 1.9283
C -0.8777 -0.2776 2.3461
C -0.4107 -0.2321 3.7783
O -0.5785 0.6014 1.5716
H -1.7855 -2.2223 2.6830
H -1.3831 -1.8602 0.9924
H -2.7570 -1.0592 1.7499
H -0.9559 -0.9204 4.4198
H -0.4883 0.7836 4.1641
H 0.6482 -0.5028 3.7787
O -1.0370 -3.8527 -1.5322
C 0.0410 -4.3813 -0.8859
C 0.1889 -5.7620 -0.7796
C 1.2566 -6.3034 -0.0862
C 2.1850 -5.4735 0.5229
C 2.0357 -4.1015 0.4264
C 0.9809 -3.5358 -0.2809
C 0.8865 -2.0339 -0.3282
O 1.3445 -1.3774 0.6106
O 0.2989 -1.5156 -1.3484
H -1.5184 -4.5610 -1.9703
H -0.5473 -6.4131 -1.2400
H 1.3574 -7.3791 -0.0189
H 3.0146 -5.8998 1.0712
H 2.7381 -3.4251 0.8947

**HOMO (alpha / beta)**: -7.45 / -7.45 eV
**Kohn-Sham gap (alpha / beta)**: 6.47 / 6.47 eV
**E_tot**: -56524.1506 eV

Results of the natural (NBO) charge analysis, in e, for atoms 1 through 6: 1.010, -0.016, -0.098, -0.168, -0.273, 0.447

2.
The following is a DFT calculation (ωB97M-V with the def2-TZVPD basis set) of C26H21ClNPdS4 as an isolated structure.

Cartesian coordinates (Å):
Pd -0.1603 -0.1978 -0.3279
S 1.9090 -0.8710 0.5303
C 2.5130 0.6302 1.2181
C 3.8677 0.7152 1.5587
C 4.3921 1.8848 2.0733
C 3.5927 3.0126 2.2572
C 2.2526 2.9480 1.9316
C 1.7227 1.7580 1.4364
S -0.0127 1.7078 1.0791
C -0.7290 1.0381 2.6378
C -1.5300 -0.2306 2.4772
C -2.6290 -0.5242 3.2729
C -3.2755 -1.7341 3.0737
C -2.8083 -2.6228 2.1098
C -1.7050 -2.2507 1.3656
C -1.0562 -3.1401 0.3281
S -0.5534 -2.2954 -1.2162
C -2.1013 -2.0934 -2.0593
C -2.5322 -3.1528 -2.8586
C -3.7453 -3.0648 -3.5114
C -4.5086 -1.9077 -3.3707
C -4.0646 -0.8520 -2.5985
C -2.8407 -0.9222 -1.9249
S -2.3091 0.4687 -0.9843
N -1.1082 -1.0801 1.5587
H 4.5042 -0.1450 1.3958
H 5.4447 1.9262 2.3213
H 4.0137 3.9291 2.6459
H 1.6102 3.8115 2.0550
H -1.3448 1.8303 3.0600
H 0.1176 0.8643 3.3036
H -2.9762 0.1786 4.0176
H -4.1448 -1.9868 3.6657
H -3.2957 -3.5731 1.9414
H -1.6978 -3.9672 0.0278
H -0.1235 -3.5470 0.7255
H -1.9099 -4.0326 -2.9666
H -4.0884 -3.8795 -4.1330
H -5.4570 -1.8233 -3.8844
H -4.6574 0.0499 -2.5165
Cl 3.6893 0.2905 -2.2836
C 2.8077 1.7191 -1.8767
C 3.5342 2.8629 -1.5813
C 2.8741 4.0567 -1.3396
C 1.4866 4.1199 -1.4128
C 0.7713 2.9722 -1.6883
C 1.4072 1.7389 -1.8994
C 0.5792 0.5661 -2.1797
H 4.6139 2.8138 -1.5662
H 3.4493 4.9465 -1.1192
H 0.9721 5.0594 -1.2631
H -0.3101 3.0081 -1.7586
H 1.1010 -0.2898 -2.5911
H -0.3372 0.8010 -2.6959

**HOMO**: -10.57 eV
**Relative energy (zero: lowest compared OMol25 entry of this formula, charge and spin)**: 0.00 kJ/mol
**Kohn-Sham gap**: 6.20 eV
**Charge**: +1
**E_tot**: -88131.9855 eV

Results of the natural (NBO) charge analysis, in e, for atoms 1 through 6: 0.589, -0.094, -0.193, -0.222, -0.163, -0.228

3.
The following is a DFT calculation (ωB97M-V with the def2-TZVPD basis set) of C26H21I2N5O3Ta as an isolated structure in a non-equilibrium geometry.

Cartesian coordinates (Å):
Ta -0.2399 0.2541 -0.3041
I -3.6111 1.3275 6.7788
C -2.7479 1.1214 4.9176
C -2.1736 2.2324 4.2964
C -1.6509 2.1010 3.0249
I -0.6462 3.6578 2.0852
C -1.7191 0.8637 2.3771
O -1.2345 0.6749 1.1297
C -2.1955 -0.2711 3.0340
C -2.0579 -1.6044 2.3315
N -0.7175 -1.7431 1.6905
C 0.3585 -1.7360 2.6665
C 1.5900 -1.0345 2.1736
C 2.7623 -1.1820 2.8983
C 3.8999 -0.4846 2.5357
C 3.8512 0.3716 1.4405
C 2.6759 0.4721 0.7454
N 1.5594 -0.2231 1.0912
C -2.7161 -0.1333 4.3012
H -2.1379 3.1865 4.8035
H -2.8090 -1.6884 1.5406
H -2.2398 -2.4054 3.0509
H -0.7221 -2.6365 1.2101
H 0.6188 -2.7413 3.0030
H 0.0286 -1.1872 3.5527
H 2.7705 -1.8401 3.7575
H 4.8203 -0.6061 3.0926
H 4.7107 0.9556 1.1434
H 2.5989 1.1369 -0.1066
H -3.1119 -0.9971 4.8209
O 3.0567 3.3190 -3.6903
C 2.2348 4.1520 -3.0693
C 2.4401 5.5180 -3.2667
C 1.5799 6.4358 -2.7196
C 0.4792 6.0337 -1.9296
C 0.2956 4.7152 -1.6632
C 1.1751 3.7324 -2.2102
C 0.9724 2.3763 -1.9029
O 0.0623 2.0185 -0.9309
N 1.6017 1.3880 -2.5020
N 1.1094 0.1921 -2.0718
C 1.3589 -0.8848 -2.7153
C 0.5384 -2.0266 -2.3489
C 0.6623 -3.2461 -2.9771
C -0.2674 -4.2489 -2.7086
C -1.3049 -3.9824 -1.8301
C -1.3540 -2.7492 -1.2077
N -0.4416 -1.7877 -1.4290
H 2.8005 2.3921 -3.5597
H 3.2714 5.8196 -3.8894
H 1.7390 7.4897 -2.9076
H -0.2131 6.7717 -1.5505
H -0.5335 4.3895 -1.0498
H 2.0353 -0.9082 -3.5638
H 1.4675 -3.4030 -3.6832
H -0.1904 -5.2113 -3.1982
H -2.0710 -4.7194 -1.6323
H -2.1592 -2.5051 -0.5261

**HOMO (alpha / beta)**: -15.82 / -15.82 eV
**Relative energy (zero: lowest compared OMol25 entry of this formula, charge and spin)**: 84.15 kJ/mol
**Kohn-Sham gap (alpha / beta)**: 4.48 / 4.48 eV
**Charge**: +3
**E_tot**: -58623.7184 eV

Results of the natural (NBO) charge analysis, in e, for atoms 1 through 6: 2.602, 0.351, -0.121, -0.249, -0.173, 0.273

4.
The following is a DFT calculation (ωB97M-V with the def2-TZVPD basis set) of C26H21N5O3RuS4 as an isolated structure in a non-equilibrium geometry.

Cartesian coordinates (Å):
Ru -0.6550 1.3552 -1.1717
C -1.4304 5.2516 0.4124
C -0.7320 3.9229 0.2551
O -0.9260 3.3411 -0.8571
C 0.0706 3.4563 1.2907
C 0.9152 2.3344 1.2028
C 2.0210 2.1742 2.2092
N 0.8166 1.4670 0.2270
N 1.8519 0.5383 0.0997
C 2.0278 0.2963 -1.1712
O 1.3857 0.8255 -2.1432
C 3.0207 -0.7783 -1.5005
C 3.0538 -1.2877 -2.7935
C 3.9137 -2.3285 -3.1194
C 4.7564 -2.8615 -2.1549
C 4.7391 -2.3432 -0.8644
C 3.8765 -1.3094 -0.5379
H -2.0498 5.4381 -0.4616
H -0.7041 6.0591 0.5210
H -2.0590 5.2400 1.3039
H 0.1658 4.0847 2.1660
H 1.9244 2.9157 2.9996
H 2.9888 2.2882 1.7197
H 2.0023 1.1700 2.6331
H 2.3920 -0.8526 -3.5305
H 3.9279 -2.7213 -4.1289
H 5.4232 -3.6779 -2.4042
H 5.4023 -2.7505 -0.1108
H 3.8390 -0.9068 0.4654
O -6.9226 3.9165 -1.2422
C -5.8611 3.3433 -1.2535
S -5.1219 2.6071 0.1759
C -3.6893 1.9822 -0.6240
C -3.5671 2.2276 -1.9372
S -2.2636 1.6310 -2.9224
S -4.8427 3.1681 -2.6881
S -2.5331 1.0524 0.2924
C -0.3802 -2.6433 -2.7758
C -0.6058 -1.2914 -2.6012
N -0.5612 -0.7241 -1.3913
C -0.3123 -1.4800 -0.3274
C -0.1097 -2.8528 -0.3979
C -0.1143 -3.4254 -1.6648
C 0.2067 -3.6777 0.7749
C 0.0156 -3.4730 2.0782
C -0.7827 -2.4609 2.7946
C -1.8097 -1.7111 2.2358
C -2.4592 -0.8076 3.0559
N -2.1502 -0.6576 4.3444
C -1.1856 -1.4538 4.7920
N -0.4924 -2.3462 4.0993
H -0.3963 -3.0671 -3.7698
H -0.8210 -0.6320 -3.4291
H -0.2341 -0.9455 0.6102
H 0.0999 -4.4825 -1.7728
H 0.7425 -4.5898 0.5257
H 0.4896 -4.1777 2.7521
H -2.1136 -1.8260 1.2041
H -3.2466 -0.1764 2.6618
H -0.9366 -1.3668 5.8445

**HOMO (alpha / beta)**: -3.91 / -4.07 eV
**Relative energy (zero: lowest compared OMol25 entry of this formula, charge and spin)**: 53.04 kJ/mol
**Multiplicity**: 2
**Kohn-Sham gap (alpha / beta)**: 5.67 / 5.80 eV
**Charge**: -1
**E_tot**: -86822.4300 eV

Results of the natural (NBO) charge analysis, in e, for atoms 1 through 6: 0.682, -0.678, 0.506, -0.600, -0.466, 0.315